Entry from OMol25: an isolated molecule of C7H15NO at a distorted geometry (wB97M-V/def2-TZVPD).

```
24
Properties=species:S:1:pos:R:3:forces:R:3:mulliken_charge:R:1
C -2.424184 -1.202674 -0.239022 0.058 0.072 -0.102 -1.21
C -1.881920 -0.293268 0.568561 0.989 0.808 -0.222 0.57
N -2.400636 -0.014691 1.826169 -0.018 0.143 0.171 -0.48
C -0.568170 0.518051 0.210818 -1.919 -1.050 0.358 0.44
C -0.904186 1.603038 -0.808214 0.042 -0.061 0.177 -1.50
C 0.479453 -0.452141 -0.282818 1.890 1.146 0.299 -0.97
C 1.929880 0.196588 -0.117626 -0.952 -1.025 -0.687 0.21
C 2.979783 -0.719635 -0.741316 -0.085 0.358 0.156 -1.49
O 2.211500 0.461485 1.238160 0.021 0.009 0.372 -0.56
H -3.343231 -1.708427 0.011913 -0.118 -0.076 0.113 0.29
H -1.974037 -1.464351 -1.178255 0.157 -0.006 -0.195 0.25
H -3.340028 -0.348749 1.989038 0.076 0.076 -0.005 0.24
H -2.252713 0.924262 2.162243 -0.010 -0.039 0.007 0.24
H -0.208900 0.980175 1.135667 -0.041 -0.088 -0.030 0.35
H -1.235425 1.156191 -1.743354 -0.030 -0.027 -0.077 0.31
H -1.705683 2.238242 -0.434555 -0.038 0.095 -0.029 0.41
H -0.037358 2.229650 -1.005438 0.073 0.101 -0.061 0.38
H 0.462757 -1.368857 0.310323 0.029 -0.065 -0.073 0.36
H 0.328202 -0.698323 -1.332695 -0.063 -0.128 -0.060 0.43
H 1.967322 1.176729 -0.601937 -0.114 -0.105 -0.021 0.29
H 3.976812 -0.312385 -0.582122 0.060 -0.004 0.006 0.37
H 2.811148 -0.813986 -1.810982 -0.015 -0.071 -0.123 0.36
H 2.933214 -1.711987 -0.293019 -0.008 -0.103 0.024 0.36
H 2.196400 -0.374938 1.718460 0.015 0.040 0.003 0.37
```
Forces are in eV/Å.

Results
HOMO energy = -8.083 eV
HOMO-LUMO gap = 9.077 eV
molar mass = 129.20 Da

***

Entry from OMol25: an isolated molecule of C7H15NO at a distorted geometry (wB97M-V/def2-TZVPD).

```
24
Properties=species:S:1:pos:R:3:forces:R:3:mulliken_charge:R:1
C -2.317490 1.429205 -0.046565 0.293 -0.181 -0.382 -0.75
C -1.775160 0.417858 -0.721829 2.025 0.229 -0.679 -0.36
C -0.124531 0.130506 -0.949259 -4.462 0.873 0.528 0.16
C 0.613798 1.422043 -1.271086 0.136 0.010 0.127 -1.54
C 0.243316 -0.650724 0.282919 3.521 -1.016 -0.888 1.44
C -0.498872 -1.982705 0.424048 0.198 0.097 -0.094 -1.93
C 0.281261 0.087903 1.616767 0.403 0.105 0.102 -1.63
N 1.833536 -1.082245 -0.202490 -1.876 0.560 1.480 -0.49
O 2.750235 -0.086938 0.333939 -0.154 -0.303 -0.464 -0.43
H -1.715057 2.144210 0.506767 0.002 -0.008 -0.120 0.24
H -3.386559 1.627695 -0.088525 0.122 -0.233 0.230 0.31
H -2.418073 -0.277468 -1.260520 0.063 0.091 0.075 0.38
H -0.124718 -0.512668 -1.834627 0.204 -0.093 0.313 0.50
H 0.909233 1.975358 -0.378241 -0.010 -0.056 -0.042 0.27
H -0.011920 2.087789 -1.873327 0.067 -0.205 0.018 0.45
H 1.519440 1.193661 -1.839661 -0.049 0.078 0.101 0.35
H -0.563095 -2.517738 -0.527627 0.074 0.059 0.067 0.39
H 0.009392 -2.624123 1.152340 0.010 0.080 -0.090 0.47
H -1.515714 -1.835834 0.801954 0.140 0.143 -0.129 0.43
H 1.076971 -0.337584 2.240740 -0.237 -0.024 -0.072 0.44
H -0.663914 0.003539 2.158807 0.021 -0.088 -0.192 0.35
H 0.517864 1.151012 1.537186 -0.026 -0.134 -0.182 0.31
H 2.058166 -1.897718 0.372796 -0.106 0.106 -0.022 0.33
H 3.301892 0.134966 -0.434508 -0.359 -0.089 0.313 0.34
```
Forces are in eV/Å.

Results
HOMO energy = -9.465 eV
HOMO-LUMO gap = 10.435 eV
molar mass = 129.20 Da

***

Energy above the lowest of the compared OMol25 structures with the same formula, charge and spin per entry: 1.188 3.850 eV
Energy per entry: -11039.48662 -11036.82404 eV